Entry 1:
ORCA calculation (the ωB97M-V functional and the def2-TZVPD basis) on a molecular structure, C44H43ILaN6O10S.

Output
total charge: -1
Kohn-Sham gap: 6.5 eV
HOMO: -4.682 eV
LUMO energy: 1.81 eV

Geometry (Å):
La 11.25852 11.83701 12.84194
O 9.03212 12.95397 13.74469
C 9.71119 13.74093 14.41761
O 10.69275 14.26419 13.85998
C 9.38860 14.06535 15.88365
C 9.45009 15.56566 16.20284
C 8.69136 15.78374 17.56501
C 9.79852 15.29828 18.54512
C 10.86178 14.83535 17.57080
O 10.85966 15.81012 16.52798
C 10.39880 13.54278 16.88162
C 11.55023 12.85165 16.21809
O 12.72531 12.99410 16.59046
O 11.19656 12.01250 15.29500
H 8.39558 13.61749 16.08258
H 9.24703 16.18903 15.34629
H 8.61315 16.85026 17.74634
H 7.75233 15.29137 17.58639
H 10.13430 16.17013 19.11271
H 9.43930 14.52365 19.17965
H 11.82975 14.72129 18.06620
H 9.93030 12.89151 17.58671
C 6.82217 12.50937 11.15323
O 7.11298 11.40621 10.30761
C 7.34253 10.19540 10.97713
C 6.34015 9.22714 10.99037
C 6.57235 7.93724 11.49388
C 7.84469 7.68735 12.05362
C 8.82665 8.67099 12.15775
C 10.13632 8.32406 12.69870
N 11.13249 9.09193 12.89856
N 12.25221 8.40437 13.36766
C 13.26588 9.17588 13.55053
O 13.27177 10.45268 13.32011
C 14.49492 8.52220 14.01965
C 15.55004 9.30724 14.45930
C 16.71152 8.74217 14.96502
C 16.77612 7.41911 15.11558
C 15.78001 6.58441 14.63419
C 14.61413 7.12868 14.11250
C 8.63989 9.95216 11.49582
O 9.58120 10.84162 11.31024
H 6.60531 13.36675 10.52456
H 7.67921 12.58909 11.83561
H 5.93447 12.24520 11.79693
H 5.39350 9.49863 10.51539
H 5.96829 7.09944 11.14851
H 8.18962 6.65795 12.19714
H 10.25120 7.19402 12.83134
H 15.53724 10.39936 14.39596
H 17.53138 9.40191 15.25061
H 17.68369 6.86527 15.44829
H 15.84665 5.48389 14.70605
H 13.69416 6.56750 13.86182
C 9.92879 10.96294 7.84966
C 10.09349 12.11570 7.00282
N 10.09370 13.08235 6.38848
H 10.76010 10.74524 8.53499
H 9.99005 10.02362 7.27720
H 9.00354 10.94071 8.41698
N 9.41809 17.11367 8.71288
C 10.04935 16.06717 9.39346
C 9.66693 14.70250 8.98764
C 10.10460 13.71511 9.74593
N 10.92826 13.89034 10.83532
C 11.37954 15.06988 11.10283
C 10.95157 16.20182 10.45017
H 9.09390 16.91743 7.74889
H 9.76284 18.07818 8.71378
H 8.94725 14.51504 8.23576
H 9.72547 12.73932 9.52765
H 11.98384 15.20031 11.97814
H 11.11122 17.22085 10.86120
N 14.56843 13.21324 14.65335
C 14.36095 13.61754 13.39901
O 13.29874 13.49767 12.81896
C 15.52687 14.10462 12.58559
I 17.43362 14.24529 13.50940
H 13.79865 12.96319 15.28343
H 15.40957 13.41921 15.12135
H 15.22385 15.02861 12.13921
H 15.54404 13.45913 11.76626
O 12.48010 11.21561 10.34308
S 13.94116 11.33082 10.47755
C 14.42011 11.75114 8.67993
C 15.64530 11.34020 8.14817
C 15.98526 11.71560 6.79083
C 15.13149 12.56346 6.11275
C 13.94051 13.01765 6.67400
C 13.59812 12.70933 8.01080
C 14.62478 9.67766 10.52755
C 13.97132 8.56379 10.02975
C 14.59966 7.33140 10.03728
C 15.89884 7.23063 10.52391
C 16.47552 8.27295 11.22663
C 15.77015 9.43876 11.29910
H 16.23015 10.73660 8.78193
H 16.90262 11.34277 6.41736
H 15.26826 12.87651 5.09958
H 13.30708 13.66879 6.14539
H 12.77715 13.08101 8.56815
H 12.98236 8.58436 9.59153
H 14.15289 6.47063 9.61702
H 16.41232 6.28002 10.40044
H 17.37969 8.07730 11.78556
H 16.10669 10.30454 11.84150

Atom charges from the Mulliken analysis, given in e for atoms 1 to 4:
1. La 2.6106
2. O -0.8870
3. C -0.1872
4. O -0.6679

Entry 2:
ORCA calculation (the ωB97M-V functional and the def2-TZVPD basis) on a molecular structure, C44H44ClF3N6O4PS3Sn.

Output
total charge: +1
Kohn-Sham gap (alpha / beta): 4.9 / 4.9 eV
HOMO (alpha / beta): -9.704 / -9.703 eV
LUMO energy (alpha / beta): -4.82 / -4.82 eV

Geometry (Å):
Sn 1.01656 0.46996 -0.82104
Cl -2.24864 2.13817 0.65182
C -3.66845 1.27148 0.07209
C -4.87505 1.92987 0.23201
C -6.01935 1.30464 -0.23166
C -5.93211 0.04871 -0.82448
C -4.70501 -0.58299 -0.96260
C -3.52229 0.01927 -0.52196
P -1.87553 -0.81696 -0.52305
C -2.27053 -2.19041 -1.66084
C -2.39829 -1.94110 -3.03073
C -2.71168 -2.96509 -3.90839
C -2.89521 -4.25748 -3.42820
C -2.82001 -4.50987 -2.07171
C -2.49692 -3.47643 -1.19155
C -1.80888 -1.60584 1.10456
C -0.66062 -2.38192 1.26267
C -0.42011 -3.03135 2.46016
C -1.28974 -2.84775 3.52535
C -2.40708 -2.04031 3.39136
C -2.68829 -1.42918 2.16710
H -4.91571 2.89576 0.71807
H -6.97986 1.80885 -0.11510
H -6.82625 -0.43517 -1.17018
H -4.64974 -1.57882 -1.37759
H -2.23636 -0.94823 -3.42032
H -2.80827 -2.76896 -4.97000
H -3.08907 -5.05911 -4.12744
H -3.00810 -5.49640 -1.68419
H -2.42094 -3.70059 -0.13580
H 0.02965 -2.52111 0.44272
H 0.44724 -3.67415 2.55244
H -1.09607 -3.34877 4.46579
H -3.06017 -1.90001 4.24931
H -3.58142 -0.83226 2.03592
C 3.56896 -1.17610 1.20207
C 3.83687 0.15010 0.52177
C 5.23307 0.07857 -0.08850
C 3.85349 1.24592 1.56397
O 2.93133 0.40461 -0.49329
H 4.30278 -1.28248 1.98697
H 3.68111 -2.02518 0.54380
H 2.59955 -1.21703 1.70236
H 5.90261 -0.17258 0.74126
H 5.55051 1.02712 -0.50113
H 5.33545 -0.69524 -0.86445
H 4.59925 0.97320 2.32282
H 2.90215 1.41117 2.09910
H 4.15566 2.19334 1.10731
C 2.99781 9.13290 -1.68080
C 2.59232 7.74122 -1.26499
C 2.84971 7.22954 0.01435
C 2.46678 5.95140 0.37830
C 2.80253 5.52276 1.80172
C 1.79285 5.11396 -0.56898
C 1.59547 3.69455 -0.19400
O 1.03999 2.78438 -0.83131
C 1.49428 5.64219 -1.84498
C 0.75775 4.86579 -2.88274
C 1.91266 6.92427 -2.15930
H 3.76128 9.54325 -1.02734
H 2.15351 9.81348 -1.66111
H 3.37628 9.10583 -2.69359
H 3.37936 7.83024 0.73770
H 3.30771 6.35312 2.31037
H 3.46249 4.66237 1.82688
H 1.92234 5.25847 2.37881
H 2.01820 3.43139 0.78915
H -0.18520 4.45021 -2.51919
H 1.33316 3.99030 -3.22542
H 0.52079 5.48788 -3.73537
H 1.67943 7.28519 -3.14925
N -1.23137 0.97293 5.85260
C -1.14139 1.04256 4.53146
N -2.18918 1.56322 3.89078
N -0.04337 0.61006 3.94287
C 0.21826 0.66875 2.68067
N 0.51936 0.72802 1.54535
H -2.06755 1.24066 6.33212
H -0.44796 0.63933 6.39209
H -2.96482 1.92948 4.39623
H -2.18548 1.63496 2.88195
S 4.16740 -6.27033 -0.53630
C 2.98475 -5.27431 -0.97707
S 3.30768 -3.75339 -1.83149
C 1.64720 -3.30022 -1.75848
N 0.87320 -4.24480 -1.21963
N 1.58619 -5.32695 -0.81969
C 0.87330 -6.38110 -0.15888
C 1.28409 -7.69650 -0.25734
C 0.60816 -8.67125 0.44721
C -0.50131 -8.37157 1.22838
C -0.93611 -7.05384 1.27501
C -0.24141 -6.07072 0.61191
S 0.97663 -1.81989 -2.46913
H 2.15018 -7.92857 -0.84412
H 0.96939 -9.68629 0.39137
H -1.02422 -9.15476 1.77748
H -1.80385 -6.77978 1.85134
H -0.58430 -5.06205 0.64061
F -2.02758 3.10683 -4.73389
C -2.19119 2.11751 -3.88274
F -2.84070 1.13918 -4.50548
F -2.98821 2.57665 -2.91486
C -0.76436 1.65438 -3.34198
O 0.19251 2.04090 -3.95145
O -0.77586 0.90433 -2.26431

Atom charges from the Mulliken analysis, given in e for atoms 1 to 4:
1. Sn 1.7196
2. Cl -0.2384
3. C 1.3025
4. C -0.8817

Entry 3:
ORCA calculation (the ωB97M-V functional and the def2-TZVPD basis) on a molecular structure, C44H44CrN2O4P2S.

Output
total charge: +2
Kohn-Sham gap (alpha / beta): 8.3 / 8.8 eV
multiplicity: 5
HOMO (alpha / beta): -12.831 / -13.338 eV
LUMO energy (alpha / beta): -4.49 / -4.57 eV

Geometry (Å):
Cr -0.57868 0.21640 0.20820
O 3.10129 -1.16448 -0.04691
S 1.98636 -0.59430 0.75020
C 2.65102 0.75752 1.70173
C 3.75003 0.49572 2.50994
C 4.35466 1.54068 3.18732
C 3.85803 2.83022 3.04305
C 2.77034 3.08405 2.22312
C 2.14524 2.05004 1.52720
P 0.72307 2.32504 0.41383
C -0.15838 3.79614 0.95164
C 0.40760 5.07446 0.92334
C -0.33105 6.17256 1.32632
C -1.64684 6.01054 1.74667
C -2.22650 4.75207 1.75152
C -1.48296 3.64996 1.34995
C 1.48688 2.73769 -1.18328
C 2.65739 2.09621 -1.58695
C 3.20685 2.36290 -2.83324
C 2.59513 3.27574 -3.68316
C 1.43111 3.91929 -3.28372
C 0.87475 3.64891 -2.04147
C 1.57451 -1.81030 2.02743
C 2.42889 -2.89886 2.08449
C 2.18362 -3.91120 3.00735
C 1.10353 -3.81777 3.86790
C 0.24980 -2.72295 3.79374
C 0.44294 -1.72057 2.85038
P -0.65694 -0.26634 2.75082
C -0.47069 0.55676 4.35535
C 0.59861 1.41744 4.59280
C 0.78667 1.96632 5.85139
C -0.08851 1.65798 6.88192
C -1.15312 0.79917 6.65228
C -1.34679 0.24825 5.39540
C -2.37905 -0.85559 2.76292
C -2.75348 -2.19293 2.69945
C -4.09575 -2.54888 2.69045
C -5.07426 -1.56928 2.74555
C -4.71004 -0.23060 2.80783
C -3.37206 0.12558 2.81327
H 4.12645 -0.51457 2.60029
H 5.20960 1.35352 3.82169
H 4.32351 3.64898 3.57486
H 2.39882 4.09616 2.15593
H 1.41519 5.22210 0.55382
H 0.11399 7.15742 1.30396
H -2.22115 6.87253 2.05716
H -3.25496 4.62626 2.05997
H -1.95470 2.67206 1.34758
H 3.17094 1.39130 -0.94223
H 4.12294 1.86938 -3.12785
H 3.03657 3.49978 -4.64509
H 0.96777 4.65181 -3.93177
H -0.02519 4.17066 -1.73738
H 3.27932 -2.93821 1.41734
H 2.85375 -4.75784 3.06472
H 0.92790 -4.58904 4.60484
H -0.57097 -2.64586 4.49555
H 1.28934 1.66102 3.80466
H 1.61737 2.63705 6.02336
H 0.05509 2.08775 7.86353
H -1.83822 0.55899 7.45309
H -2.19016 -0.41020 5.23476
H -1.99565 -2.95999 2.65547
H -4.37602 -3.59326 2.65358
H -6.11925 -1.84696 2.74743
H -5.47263 0.53330 2.86449
H -3.10900 1.17506 2.89425
C -0.18698 -4.72326 -1.94817
N -0.80200 -3.80668 -0.98714
C -1.60876 -4.35150 0.10315
C -0.56512 -2.50623 -1.01762
O -1.03603 -1.73914 -0.14512
C 0.29122 -1.97679 -2.16258
O 0.46948 -0.58470 -2.05676
C 0.01538 0.21338 -3.12789
C -1.17556 1.03827 -2.64992
O -1.51491 0.92954 -1.45174
N -1.82356 1.82159 -3.49019
C -2.94726 2.63673 -3.04326
C -1.45946 1.98252 -4.89321
H -0.63501 -5.70248 -1.81238
H 0.88728 -4.80703 -1.78164
H -0.37814 -4.40579 -2.97216
H -1.96401 -5.33428 -0.19302
H -2.45366 -3.69626 0.29332
H -1.00878 -4.44277 1.01036
H -0.20754 -2.24384 -3.10035
H 1.26706 -2.47221 -2.15891
H -0.26898 -0.39582 -3.99036
H 0.82024 0.88356 -3.43805
H -3.06854 2.53520 -1.97061
H -3.85370 2.30685 -3.55000
H -2.75550 3.67864 -3.30235
H -0.71994 1.25137 -5.20205
H -1.05220 2.98003 -5.04901
H -2.34939 1.85614 -5.50937

Atom charges from the Mulliken analysis, given in e for atoms 1 to 4:
1. Cr 0.1774
2. O -0.8412
3. S 1.6419
4. C 0.7227

Entry 4:
ORCA calculation (the ωB97M-V functional and the def2-TZVPD basis) on a molecular structure, C44H44GeN7Ti.

Output
total charge: +1
Kohn-Sham gap (alpha / beta): 6.5 / 6.5 eV
HOMO (alpha / beta): -9.481 / -9.481 eV
LUMO energy (alpha / beta): -2.99 / -2.99 eV

Geometry (Å):
Ti 0.21926 -0.00978 0.49443
C 0.62515 -2.29445 3.85306
C 1.74776 -2.97084 3.06936
C 2.03247 -2.32712 1.70629
N 0.82364 -2.00216 0.96493
C 0.08730 -2.97016 0.45132
C 0.47844 -4.33386 0.48817
C -0.22180 -5.48802 0.23476
C -1.55465 -5.65336 -0.14023
C -2.40615 -4.64448 -0.51712
C -2.15973 -3.27800 -0.66304
C -1.05080 -2.49600 -0.34096
N -0.95047 -1.19992 -0.69025
C -1.93033 -0.67306 -1.62767
C -1.67106 0.79897 -1.88493
C -2.16114 1.62938 -0.71281
N -1.53699 1.17580 0.52190
C -1.96600 1.62038 1.68848
C -3.01773 2.56827 1.77410
C -3.70034 3.06303 2.85592
C -3.53099 2.79705 4.21456
C -2.53202 2.04135 4.76845
C -1.48134 1.35583 4.15384
C -1.17370 1.14264 2.81826
N -0.08666 0.43226 2.42612
C 1.01855 0.25381 3.37072
C 0.95033 -0.90075 4.38191
H 0.39536 -2.92530 4.71397
H -0.28443 -2.25848 3.24797
H 1.48040 -4.01914 2.92869
H 2.66957 -2.96279 3.65746
H 2.68784 -2.97595 1.11264
H 2.59498 -1.40551 1.85348
H 1.49902 -4.49460 0.80629
H 0.34053 -6.40304 0.38409
H -1.93414 -6.66599 -0.17248
H -3.40745 -4.94784 -0.80112
H -2.98703 -2.73955 -1.10320
H -2.95312 -0.77325 -1.24206
H -1.88201 -1.24712 -2.56004
H -2.19149 1.12372 -2.78618
H -0.60361 0.97162 -2.06536
H -3.25001 1.52670 -0.64977
H -1.93504 2.68779 -0.88490
H -3.34240 2.96070 0.82155
H -4.49178 3.76430 2.61600
H -4.23539 3.26621 4.88893
H -2.53127 1.97333 5.85039
H -0.80589 0.89855 4.85940
H 1.14582 1.18506 3.93433
H 1.93431 0.15736 2.77967
H 0.21634 -0.66375 5.15261
H 1.91922 -0.92628 4.89096
Ge 1.04193 2.55027 0.29356
C 2.91441 2.93650 0.79491
C 3.88536 3.16659 -0.18159
C 5.22867 3.27322 0.15840
C 5.62546 3.15460 1.48406
C 4.66787 2.95407 2.47023
C 3.32549 2.84638 2.12475
C 0.81302 3.28829 -1.51922
C 1.41408 2.67535 -2.62137
C 1.25785 3.19053 -3.90113
C 0.49215 4.33131 -4.10056
C -0.10584 4.95647 -3.01594
C 0.05961 4.44113 -1.73610
H 0.15377 3.40384 1.23921
H 3.59240 3.26331 -1.22114
H 5.96649 3.45698 -0.61320
H 6.67138 3.23827 1.74956
H 4.96465 2.89033 3.50968
H 2.58933 2.69306 2.90768
H 2.01074 1.77844 -2.48442
H 1.73324 2.70253 -4.74294
H 0.36723 4.73502 -5.09655
H -0.69645 5.85149 -3.16396
H -0.40259 4.94626 -0.89500
N 10.87473 0.74298 -0.75712
C 9.75020 0.52528 -0.83326
C 8.34449 0.25045 -0.92375
C 7.63997 -0.14201 0.21322
C 6.28673 -0.40489 0.12516
C 5.63636 -0.26152 -1.09156
C 6.32844 0.12816 -2.22749
C 7.68564 0.37698 -2.14463
N 4.23256 -0.48357 -1.15652
C 3.52343 -1.14459 -2.13707
C 2.21377 -1.00744 -1.80901
N 2.10940 -0.23032 -0.67108
C 3.34276 0.05702 -0.30202
H 8.15900 -0.24738 1.15560
H 5.73216 -0.72479 0.99822
H 5.80118 0.25498 -3.16396
H 8.24027 0.68592 -3.01972
H 4.01312 -1.66522 -2.94004
H 1.34238 -1.40519 -2.30004
H 3.63343 0.66476 0.53767

Atom charges from the Mulliken analysis, given in e for atoms 1 to 4:
1. Ti -1.9128
2. C -0.7234
3. C -0.8899
4. C -1.4806

In eV/Å, the largest force on an atom values for the records above are, in order, 4.17, 2.15, 0.54, 0.54.
In eV, the energy above the lowest of the compared OMol25 structures with the same formula, charge and spin values for the records above are, in order, 0.283, 0.000, 0.143, 0.000.